Density functional theory data (ωB97M-V/def2-TZVPD) for a single C5H8N2 molecule in a non-equilibrium geometry.

## Properties
E_HOMO (Eh): -0.31701
Electronic energy (eV): -8292.065
Strongest force on any atom (eV/A): 4.87
Energy above the lowest of the compared OMol25 structures with the same formula, charge and spin (eV): 2.932
SMILES: Cc1cnn(C)c1
LUMO energy (eV): 0.96
Frontier orbital gap (eV): 9.6

Positions of all 15 atoms, in Å:
C  -0.023  1.212  1.834
C  -0.821  0.476  0.742
C  -1.331  -0.812  0.682
N  -0.847  -1.394  -0.395
N  0.022  -0.542  -0.910
C  0.806  -0.878  -2.025
C  0.127  0.587  -0.219
H  -0.889  1.319  2.470
H  0.478  2.188  1.773
H  0.656  0.537  2.376
H  -2.063  -1.290  1.298
H  0.542  -0.199  -2.842
H  0.733  -1.896  -2.402
H  1.867  -0.714  -1.804
H  0.743  1.406  -0.578